Entry 1:
Formula: C3H5NO2
Source: the OMol25 dataset
Level of theory: ωB97M-V with the def2-TZVPD basis set

```
11
Properties=species:S:1:pos:R:3
C 1.2466 -0.8458 -0.2574
C -1.1683 0.7918 -0.1972
C -0.6267 -0.5148 0.2784
N 1.1968 -0.0454 0.8398
O 1.5681 1.1325 0.7630
O -1.1678 -1.4691 0.7027
H 1.7117 -0.4660 -1.1682
H 1.1838 -1.9079 -0.0645
H -0.4094 1.3886 -0.6977
H -2.0051 0.5805 -0.8632
H -1.5298 1.3554 0.6643
```

Output
- maximum force (eV/Å) = 1.16
- HOMO energy (eV) = -8.9
- E (eV) = -8772.967
- HOMO-LUMO gap (Eh) = 0.3175
- spin multiplicity = 1

Atom charges from the Löwdin analysis, given in e for atoms 1 to 5:
1. C -0.01
2. C -0.01
3. C -0.33
4. N -0.21
5. O -0.07

***

Entry 2:
Formula: C23H50ClN3O6
Source: the OMol25 dataset
Level of theory: ωB97M-V with the def2-TZVPD basis set

```
83
Properties=species:S:1:pos:R:3
C 1.2650 3.2223 -1.6479
C 0.2437 2.3066 -0.9645
C 0.8714 1.5301 0.2155
C 1.8533 0.4759 -0.3229
N 1.4735 -0.8719 0.0285
N 0.8306 -1.5990 -1.0172
C -0.6290 -1.5163 -0.8247
C -1.3979 -0.9931 -2.0628
C 1.3103 -2.9788 -1.1400
C 0.4518 -3.6443 -2.2402
O 1.0461 -4.8100 -2.7952
C 1.5308 -4.4888 -4.0659
O 2.4250 -5.4869 -4.4676
C 3.0501 -5.0735 -5.6697
C 4.3373 -4.2672 -5.4303
O 4.2165 -2.9392 -5.9722
C 1.0681 -3.8361 0.1701
O 1.1953 -5.0807 0.0348
O 0.7409 -3.2113 1.2227
C 2.8104 -3.1017 -1.4828
Cl 3.4411 -1.6157 -2.3472
C 3.7243 -3.4585 -0.3047
C 5.2152 -3.3188 -0.6707
H 0.9494 3.3581 -2.6793
H 2.2415 2.7525 -1.7006
H 1.3466 4.1836 -1.1477
H -0.0274 1.5673 -1.7143
H -0.6476 2.8630 -0.6675
H 1.4301 2.2886 0.7694
H 0.1020 1.0989 0.8479
H 2.8318 0.6687 0.1232
H 2.0176 0.5660 -1.3960
H 2.1847 -1.3929 0.5071
H -0.7900 -0.7813 -0.0477
H -1.0803 -2.4307 -0.4459
H -2.2296 -1.6748 -2.2406
H -0.7896 -1.0434 -2.9603
H -1.7691 0.0167 -1.9222
H -0.5160 -3.9401 -1.8505
H 0.2409 -2.9114 -3.0227
H 0.6996 -4.3719 -4.7743
H 2.1039 -3.5544 -3.9671
H 3.2473 -5.9368 -6.3007
H 2.3679 -4.4447 -6.2431
H 5.2035 -4.6965 -5.9160
H 4.4803 -4.1369 -4.3585
H 3.5900 -2.4605 -5.4235
H 2.9869 -3.8882 -2.2024
H 3.5098 -2.8630 0.5780
H 3.5781 -4.5086 -0.0927
H 5.7716 -3.9705 0.0002
H 5.5671 -2.2969 -0.6277
H 5.3672 -3.7278 -1.6672
C -0.8446 3.9320 3.1412
C -2.0933 4.0947 3.9723
N -3.3470 4.3575 3.1680
C -3.1566 5.6365 2.4054
C -4.5015 4.6310 4.1060
C -4.9518 3.4916 5.0063
C -3.6512 3.2990 2.1189
C -3.7284 1.8400 2.5280
O -2.4986 1.4071 3.0536
C -2.5919 0.2557 3.8925
H -0.5559 4.8480 2.6262
H -0.0154 3.6610 3.7925
H -0.9475 3.1383 2.4047
H -1.9880 4.9438 4.6510
H -2.2637 3.2151 4.5807
H -2.8681 6.4168 3.1041
H -4.0956 5.8890 1.9201
H -2.3889 5.4930 1.6536
H -5.3331 4.9606 3.4850
H -4.1806 5.4725 4.7183
H -5.6458 2.8281 4.4973
H -5.5058 3.9157 5.8434
H -4.1331 2.9088 5.4219
H -2.8694 3.4012 1.3690
H -4.5977 3.6002 1.6697
H -3.9389 1.2718 1.6129
H -4.5507 1.6439 3.2160
H -3.4857 -0.3323 3.6808
H -2.5987 0.5662 4.9426
H -1.7144 -0.3617 3.7153
```

Output
- maximum force (eV/Å) = 1.87
- HOMO energy (eV) = -5.8
- E (eV) = -53933.500
- HOMO-LUMO gap (Eh) = 0.1773
- spin multiplicity = 1

Atom charges from the Löwdin analysis, given in e for atoms 1 to 5:
1. C -0.11
2. C -0.27
3. C -0.20
4. C -0.24
5. N -0.04

***

Entry 3:
Formula: C7H10N2O3
Source: the OMol25 dataset
Level of theory: ωB97M-V with the def2-TZVPD basis set

```
22
Properties=species:S:1:pos:R:3
C -0.5831 0.2739 1.5647
C -0.6400 -1.0684 -0.3636
C 0.0242 -0.2018 -1.5223
C 1.4597 -0.1843 0.4449
C 0.1326 -0.8315 0.9420
C -0.0844 1.7611 -0.1092
C 0.8594 0.7657 -0.7067
N -1.4068 0.5894 2.4324
N 0.1771 2.9220 0.5676
O -0.6020 3.8335 0.3921
O 1.2530 3.0267 1.2107
O -2.0328 1.8852 2.4304
H -1.6650 -0.7318 -0.2363
H -0.5564 -2.2215 -0.4622
H 0.6177 -0.8543 -2.1212
H -0.9121 0.1653 -2.0411
H 2.0867 0.1638 1.2028
H 2.0698 -0.9720 -0.1074
H 0.2499 -1.8774 1.5602
H -1.0833 1.7270 -0.6118
H 1.7392 1.2716 -1.1660
H -2.4627 1.9929 3.2842
```

Output
- maximum force (eV/Å) = 5.73
- HOMO energy (spin up / spin down) (eV) = -8.7 / -8.7
- E (eV) = -16535.866
- HOMO-LUMO gap (spin up / spin down) (Eh) = 0.2912 / 0.2911
- spin multiplicity = 1

Atom charges from the Löwdin analysis, given in e for atoms 1 to 5:
1. C -0.04
2. C -0.15
3. C -0.13
4. C -0.08
5. C -0.29

***

Entry 4:
Formula: C40H36ClN5O2PS2Ti
Source: the OMol25 dataset
Level of theory: ωB97M-V with the def2-TZVPD basis set

```
88
Properties=species:S:1:pos:R:3
Ti 1.0894 -0.6004 0.8519
C -4.1259 2.0055 -1.8769
N -3.6286 0.7133 -1.4494
C -3.5088 -0.3860 -2.2822
C -2.9989 -1.3875 -1.5500
N -2.7696 -0.8812 -0.2714
C -3.1818 0.4253 -0.1997
S -3.1975 1.4208 1.1493
C -2.4280 -1.6878 0.8475
C -3.2458 -2.7741 1.1183
C -2.9426 -3.5733 2.2029
C -1.8615 -3.2278 2.9936
C -1.1044 -2.1274 2.6346
N -1.3504 -1.3707 1.5570
H -5.1468 1.9010 -2.2446
H -3.5037 2.3971 -2.6812
H -4.1073 2.6707 -1.0172
H -3.7199 -0.3150 -3.3363
H -2.7121 -2.3885 -1.8138
H -4.0986 -2.9680 0.4832
H -3.5496 -4.4400 2.4308
H -1.5817 -3.8055 3.8628
H -0.2350 -1.8516 3.2164
O 1.2154 0.7268 4.8030
C 0.9533 0.7890 3.6207
O 1.1675 -0.1757 2.7655
C 0.3297 2.0359 3.0044
P 1.0113 2.2806 1.3196
C -0.0321 3.5933 0.6032
C -0.9535 4.3341 1.3373
C -1.7595 5.2737 0.7112
C -1.6480 5.4913 -0.6543
C -0.7201 4.7714 -1.3943
C 0.0815 3.8287 -0.7679
C 2.5903 3.1422 1.6429
C 2.9977 4.2390 0.8888
C 4.2417 4.8150 1.0961
C 5.0985 4.3022 2.0587
C 4.7011 3.2093 2.8143
C 3.4582 2.6298 2.6070
H 0.4377 2.8829 3.6796
H -0.7337 1.8167 2.8505
H -1.0646 4.1675 2.4004
H -2.4861 5.8282 1.2917
H -2.2857 6.2182 -1.1420
H -0.6283 4.9290 -2.4620
H 0.7889 3.2530 -1.3533
H 2.3426 4.6499 0.1310
H 4.5423 5.6662 0.4979
H 6.0714 4.7503 2.2172
H 5.3607 2.7970 3.5675
H 3.1799 1.7712 3.2047
Cl 3.6123 0.9991 -0.8471
C 3.2055 -0.3046 0.3675
H 3.7578 -0.0189 1.2682
H 3.6878 -1.2017 -0.0256
N -0.2199 -0.4988 -6.1771
C -0.8432 0.2044 -5.1576
S -2.2496 1.0801 -5.5263
C -0.2966 0.0890 -3.8564
C -0.7864 0.8732 -2.7763
C -0.3832 0.6337 -1.5038
N 0.5366 -0.3115 -1.1642
C 1.1114 -0.9825 -2.1976
C 0.7389 -0.8303 -3.5010
H -0.5414 -0.2361 -7.0945
H 0.7787 -0.6164 -6.1025
H -1.5037 1.6543 -2.9810
H -0.8023 1.2004 -0.6822
H 1.8833 -1.6910 -1.9210
H 1.2176 -1.4618 -4.2367
C -0.6624 -5.9973 -1.0123
C -0.8732 -4.6615 -1.4142
C -0.2329 -3.6398 -0.7695
C 0.6665 -3.8706 0.3056
C 1.3356 -2.7858 0.9699
C 2.2060 -3.1464 1.9787
C 2.4211 -4.4849 2.3825
C 1.7668 -5.5056 1.7584
C 0.8763 -5.2230 0.6943
C 0.1930 -6.2650 0.0178
H -1.1703 -6.8043 -1.5264
H -1.5361 -4.4533 -2.2466
H -0.3875 -2.6172 -1.0902
H 2.7430 -2.3713 2.5205
H 3.1087 -4.6946 3.1946
H 1.9227 -6.5373 2.0551
H 0.3704 -7.2884 0.3317
```

Output
- maximum force (eV/Å) = 0.41
- <S²> = 2.0155
- net charge = -1
- HOMO energy (spin up / spin down) (eV) = -3.2 / -5.4
- E (eV) = -120211.668
- HOMO-LUMO gap (spin up / spin down) (Eh) = 0.2089 / 0.2766
- spin multiplicity = 3

Atom charges from the Löwdin analysis, given in e for atoms 1 to 5:
1. Ti 0.85
2. C -0.03
3. N -0.11
4. C -0.05
5. C -0.04